# 1
Computed, not measured: one molecule with the formula C2H2OS2, with ωB97M-V/def2-TZVPD.

Properties
energy relative to the best compared isomer or geometry (same formula, charge and spin) = 1.1667 eV
structure (SMILES) = O=CC1SS1

CARTESIAN COORDINATES (ANGSTROEM)
S -0.4664 -0.9867 1.5125
S -0.0593 -2.0077 -0.2149
O 0.4101 1.8941 -0.6490
C -0.4248 -0.1825 -0.0886
C 0.6269 0.8251 -0.1864
H -1.6165 0.0649 -0.5366
H 1.5300 0.3929 0.1629

***

# 2
Computed, not measured: a 10-piece molecular cluster, H22NO9 overall, with ωB97M-V/def2-TZVPD.

Properties
energy relative to the best compared isomer or geometry (same formula, charge and spin) = 4.5994 eV
net charge = +1

CARTESIAN COORDINATES (ANGSTROEM)
O 7.9110 36.7630 30.8720
O 7.9580 32.0570 31.6710
O 5.7300 33.2460 29.0810
O 9.7900 31.2340 28.8140
O 12.5240 31.5970 29.8880
O 7.9010 34.1770 26.4680
O 11.0490 33.3210 27.0980
O 11.6750 34.9600 30.8270
O 11.2730 36.6500 27.8470
N 8.9050 34.3440 29.5500
H 7.3710 36.5240 30.2120
H 11.4170 36.8890 26.9100
H 7.9700 34.0820 29.2270
H 11.4330 35.8590 31.2070
H 9.5390 31.3570 27.9570
H 8.8760 34.4410 30.4680
H 11.2380 34.0690 26.3900
H 11.8420 31.5760 29.2960
H 13.3900 31.7900 29.4040
H 8.4270 33.3040 26.4540
H 11.7040 32.5780 26.7530
H 9.1490 35.1990 29.0520
H 6.0090 32.3640 29.1880
H 12.0450 36.4100 28.2280
H 9.7220 33.6690 29.2210
H 9.6930 30.3200 29.1070
H 6.9800 34.0960 26.4440
H 7.5000 36.5900 31.7570
H 7.0320 32.2400 32.1400
H 5.7890 33.5660 28.2910
H 12.4590 35.3960 30.2870
H 8.4720 31.3470 32.0130

***

# 3
Computed, not measured: C2H12B2BeCl4 as an isolated structure, with ωB97M-V/def2-TZVPD.

CARTESIAN COORDINATES (ANGSTROEM)
Cl -5.1841 -9.6999 -17.4407
Cl -3.6201 -8.5099 -21.9341
Cl -4.4804 -11.1865 -22.7951
Cl -4.9703 -7.2271 -18.9691
C -5.4683 -7.9393 -17.4537
C -3.1979 -9.9870 -22.8435
B -6.5839 -7.3085 -23.0034
B -3.6528 -4.6514 -20.7812
Be -5.0963 -6.0811 -21.6959
H -4.9969 -7.5366 -16.5623
H -6.8237 -6.1484 -22.9474
H -3.1437 -9.7296 -23.8973
H -5.5121 -7.4184 -23.4547
H -7.4110 -7.8146 -23.6260
H -4.0458 -4.2589 -21.8233
H -4.5897 -4.6713 -20.0771
H -2.8334 -3.9375 -20.4016
H -2.2395 -10.3819 -22.5245
H -6.5110 -7.7734 -21.9253
H -3.2005 -5.7345 -20.8965
H -6.5289 -7.7232 -17.3555

***

Number 1: orbital gap 8.7 eV, electronic energy -25822.5753 eV. Number 2: orbital gap 10.6 eV, electronic energy -20266.6819 eV. Number 3: orbital gap 9.6 eV, electronic energy -54107.7251 eV.